No. 1
Formula: C48H120O32P8
Source: the OMol25 dataset
Level of theory: wB97M-V/def2-TZVPD

Structure (ORCA input):
```
! wB97M-V def2-TZVPD RIJCOSX def2/J DEFGRID3
* xyz 1 2
C -0.2591 -0.1170 0.8847
C -1.0027 -0.8531 -0.1248
O -1.4292 -2.0059 0.4736
P -1.6964 -3.3345 -0.3976
O -1.9241 -4.6001 0.3225
O -0.4853 -3.4118 -1.4225
C 0.7882 -3.7745 -0.8960
C 1.7949 -2.8854 -1.5801
O -2.9166 -2.9176 -1.3187
C -4.1970 -2.5800 -0.7943
C -4.5326 -1.2259 -1.4127
H 0.4799 -0.7146 1.4186
H 0.2084 0.7891 0.4993
H -0.8768 0.2150 1.7191
H -1.7741 -0.2595 -0.6154
H -0.2855 -1.0744 -0.9152
H 0.9915 -3.5821 0.1575
H 0.9879 -4.8445 -0.9541
H 1.6512 -2.0031 -0.9565
H 2.8716 -3.0320 -1.4948
H 1.6303 -2.5800 -2.6135
H -5.0304 -3.2497 -1.0065
H -4.1412 -2.3923 0.2779
H -4.1843 -0.2651 -1.0336
H -4.3675 -1.2598 -2.4896
H -5.6191 -1.1399 -1.4042
C 2.1384 -7.5401 7.9707
C 3.1604 -6.3410 7.8462
O 4.2510 -6.6341 6.9173
P 4.9075 -5.4977 6.0871
O 4.8861 -4.1481 6.7415
O 6.3968 -6.0668 5.7945
C 7.0943 -5.8263 4.5464
C 8.3992 -6.5953 4.5905
O 4.2250 -5.6416 4.5552
C 2.7993 -5.5706 4.2720
C 2.6377 -4.6092 3.1499
H 1.9198 -8.1766 7.1133
H 2.4430 -8.1061 8.8511
H 1.0998 -7.2109 8.0018
H 2.7300 -5.4103 7.4766
H 3.6162 -6.0764 8.8003
H 6.3128 -6.2332 3.9048
H 7.1959 -4.7763 4.2723
H 9.1312 -6.2868 3.8442
H 8.9234 -6.3953 5.5250
H 8.2713 -7.6774 4.6169
H 2.4361 -6.5529 3.9701
H 2.2674 -5.3912 5.2064
H 3.1798 -3.6676 3.2380
H 2.9894 -5.1063 2.2458
H 1.6256 -4.2675 2.9330
C 5.8496 3.8152 -3.4205
C 4.9917 3.1263 -2.3947
O 4.4091 4.0394 -1.4895
P 3.2605 5.1152 -1.8898
O 2.6844 4.8487 -3.2389
O 2.2158 4.9575 -0.6366
C 2.4688 5.0677 0.7449
C 2.6458 3.7148 1.4605
O 4.0576 6.5536 -1.6719
C 3.5740 7.7692 -2.2774
C 4.6024 8.2362 -3.3380
H 6.2273 4.8204 -3.2333
H 6.4746 3.0981 -3.9526
H 5.1526 4.1627 -4.1831
H 4.4922 2.2036 -2.6900
H 5.6785 2.7529 -1.6352
H 3.3566 5.6813 0.8984
H 1.6999 5.7426 1.1209
H 1.7459 3.1249 1.2866
H 3.5175 3.2066 1.0481
H 2.8231 3.9530 2.5092
H 2.7515 7.3603 -2.8642
H 3.0010 8.4864 -1.6897
H 4.2848 9.1431 -3.8526
H 5.5284 8.5972 -2.8904
H 4.8315 7.4623 -4.0706
C 5.4153 -6.9296 -9.8210
C 5.3909 -5.7299 -8.7004
O 4.3968 -4.7476 -8.8863
P 4.2693 -3.4680 -7.8937
O 5.4670 -3.0375 -7.1852
O 3.5540 -2.2393 -8.8861
C 4.4010 -1.5232 -9.8201
C 3.8192 -0.1367 -10.0335
O 3.1823 -4.1807 -6.9483
C 2.6747 -3.4969 -5.8237
C 1.3331 -4.1259 -5.6351
H 6.0595 -7.7301 -9.4572
H 4.3641 -7.1848 -9.9551
H 5.7397 -6.5143 -10.7751
H 5.4498 -6.1405 -7.6924
H 6.3320 -5.1856 -8.7790
H 5.4440 -1.3119 -9.5841
H 4.5095 -2.0461 -10.7703
H 3.3486 0.2610 -9.1344
H 4.3783 0.7233 -10.4021
H 2.9395 -0.2173 -10.6720
H 3.2890 -3.5930 -4.9284
H 2.7656 -2.4613 -6.1513
H 0.8591 -3.6582 -4.7722
H 0.7036 -3.9583 -6.5090
H 1.4960 -5.2037 -5.6361
C 0.0530 -2.3270 -8.7880
C 0.1417 -0.7603 -8.4065
O -0.9853 0.0167 -8.1524
P -1.7823 0.0068 -6.7110
O -1.5226 1.2383 -5.8696
O -1.4143 -1.4313 -6.0034
C -1.2203 -1.6187 -4.5670
C 0.0442 -0.7436 -4.1360
O -3.3800 -0.1592 -7.0334
C -3.7744 -1.3686 -7.6021
C -5.2547 -1.5378 -7.6862
H -0.7885 -2.4844 -9.4628
H 0.9219 -2.8593 -9.1751
H -0.2804 -2.8142 -7.8717
H 0.7031 -0.8032 -7.4732
H 0.8036 -0.2898 -9.1336
H -2.1467 -1.4588 -4.0153
H -0.9858 -2.6749 -4.4342
H -0.0185 0.2794 -4.5067
H 0.1893 -0.5918 -3.0664
H 1.0096 -1.0019 -4.5713
H -3.3113 -1.4853 -8.5819
H -3.3724 -2.1792 -6.9942
H -5.4191 -2.5837 -7.9453
H -5.4989 -1.3905 -6.6342
H -5.7703 -0.8352 -8.3408
C -2.2703 2.5919 2.1241
C -3.4021 3.6788 2.1227
O -4.0405 3.7813 0.7952
P -5.2974 4.8362 0.4981
O -6.0822 4.9396 1.7182
O -4.6219 6.1861 -0.1895
C -4.2318 7.2919 0.5176
C -4.3228 8.5068 -0.4140
O -6.1682 4.1499 -0.7613
C -5.6575 4.0650 -2.0154
C -6.6487 3.2807 -2.9097
H -2.0779 2.2628 1.1029
H -1.3702 3.0090 2.5756
H -2.5056 1.7319 2.7510
H -4.1154 3.5117 2.9297
H -2.8642 4.6222 2.2166
H -4.9279 7.4350 1.3441
H -3.2543 7.1450 0.9768
H -3.4585 8.4792 -1.0776
H -5.0581 8.5321 -1.2182
H -4.3036 9.4669 0.1017
H -5.3598 5.0761 -2.2933
H -4.8496 3.3358 -1.9551
H -7.6317 3.6002 -2.5637
H -6.4983 3.4764 -3.9714
H -6.5825 2.2210 -2.6635
C 0.0545 3.6817 8.9104
C 1.1491 2.6847 8.7995
O 1.7158 3.3498 7.7014
P 2.2004 2.5705 6.3718
O 3.0444 1.3405 6.6549
O 0.7293 2.3484 5.7419
C 0.5387 1.7612 4.4987
C 0.8909 0.2419 4.5259
O 2.8031 3.6424 5.3303
C 4.1391 4.0385 5.5895
C 4.9931 4.5112 4.3985
H -0.5100 3.8044 7.9861
H -0.5095 3.4034 9.8006
H 0.4263 4.6326 9.2920
H 1.8419 2.5851 9.6351
H 0.7852 1.6688 8.6453
H -0.5107 1.9994 4.3256
H 1.1007 2.1485 3.6488
H 0.8099 -0.3184 5.4573
H 0.2285 -0.2672 3.8258
H 1.8576 0.0168 4.0755
H 3.9620 4.9039 6.2282
H 4.7879 3.2967 6.0551
H 5.3456 3.7579 3.6940
H 4.4857 5.3140 3.8635
H 5.9178 4.9603 4.7609
C -5.2427 2.3210 8.4801
C -6.5141 1.6646 7.8163
O -6.1316 0.9528 6.6086
P -7.0018 0.8266 5.3049
O -7.7220 2.0292 4.8309
O -6.0238 0.1943 4.1689
C -5.1900 -0.9641 4.5000
C -4.7674 -1.7504 3.2421
O -7.9198 -0.4410 5.5875
C -9.2640 -0.4645 5.0340
C -9.6777 -1.8963 5.3578
H -5.0598 3.1514 7.7982
H -5.2903 2.5011 9.5541
H -4.4521 1.5733 8.5441
H -7.0550 1.0756 8.5569
H -7.2704 2.4018 7.5466
H -4.3999 -0.5658 5.1365
H -5.7154 -1.6899 5.1207
H -4.0095 -2.4586 3.5770
H -5.5782 -2.3902 2.8935
H -4.3853 -1.0191 2.5298
H -9.8299 0.2936 5.5754
H -9.2083 -0.1648 3.9875
H -9.1977 -2.6305 4.7109
H -9.5967 -2.2406 6.3888
H -10.7399 -2.0419 5.1613
*
```

HOMO (alpha / beta): -11.214 / -11.214 eV
LUMO energy (alpha / beta): -2.47 / -9.65 eV
frontier orbital gap (alpha / beta): 0.3213 / 0.0576 hartree

***

No. 2
Formula: C48H122N6O16
Source: the OMol25 dataset
Level of theory: wB97M-V/def2-TZVPD

Structure (ORCA input):
```
! wB97M-V def2-TZVPD RIJCOSX def2/J DEFGRID3
* xyz 0 1
C -3.2105 -3.2679 0.3245
O -3.5613 -4.0013 1.4637
C -4.1762 -3.2763 2.5071
C -4.4834 -4.0943 3.7731
N -3.3168 -4.1819 4.6490
C -3.6598 -4.9043 5.8908
C -4.1651 -4.0099 7.0357
O -4.6775 -4.9414 7.9415
C -5.9863 -5.2872 7.8103
H -2.7565 -3.8581 -0.4716
H -2.4676 -2.5718 0.7139
H -4.0566 -2.7205 -0.0908
H -4.9924 -2.6453 2.1553
H -3.4678 -2.5081 2.8174
H -4.7859 -5.0944 3.4627
H -5.3297 -3.6130 4.2633
H -2.4706 -4.3790 4.1342
H -2.7549 -5.2327 6.4021
H -4.3762 -5.6762 5.6097
H -4.8502 -3.3469 6.5074
H -3.3138 -3.4946 7.4805
H -6.6390 -4.4155 7.8561
H -6.2505 -6.0479 8.5449
H -5.9704 -5.7144 6.8076
C 0.7849 -5.0032 -3.0197
O 2.1102 -5.6879 -2.6809
C 1.8259 -6.8078 -1.7909
C 3.1207 -7.4765 -1.5047
N 3.9496 -6.7158 -0.5603
C 5.2580 -7.1069 -0.1842
C 5.9187 -6.0064 0.7721
O 5.9910 -4.7744 0.0948
C 7.2085 -4.6702 -0.6758
H 0.1101 -5.7278 -3.4753
H 1.0822 -4.2625 -3.7620
H 0.3360 -4.4491 -2.1953
H 1.2025 -7.6000 -2.2054
H 1.4377 -6.5414 -0.8078
H 3.7401 -7.7543 -2.3575
H 2.7837 -8.3706 -0.9801
H 3.9506 -5.7356 -0.8038
H 5.9459 -7.2706 -1.0138
H 5.1772 -8.1062 0.2436
H 6.9091 -6.2600 1.1503
H 5.2268 -5.8980 1.6073
H 6.9827 -5.3160 -1.5244
H 8.1118 -5.0737 -0.2184
H 7.2456 -3.6269 -0.9893
C 5.0625 -3.9788 -9.8199
O 4.1697 -3.6201 -8.7800
C 3.9602 -2.2186 -8.5009
C 2.7916 -1.8893 -7.6532
N 3.1711 -0.8946 -6.6012
C 2.0674 -0.0247 -6.1747
C 0.9897 -0.5839 -5.2591
O -0.0269 -1.2976 -6.0180
C -1.0414 -0.3927 -6.3450
H 5.9315 -3.3232 -9.7638
H 4.6349 -3.9344 -10.8215
H 5.3509 -5.0079 -9.6055
H 3.7333 -1.7601 -9.4634
H 4.8645 -1.9075 -7.9779
H 2.2833 -2.7535 -7.2254
H 2.0497 -1.5662 -8.3835
H 3.7838 -1.2319 -5.8726
H 1.6637 0.3257 -7.1247
H 2.5194 0.8187 -5.6527
H 0.5331 0.1540 -4.5995
H 1.5162 -1.2779 -4.6039
H -1.7367 -1.0547 -6.8612
H -0.7121 0.4455 -6.9591
H -1.4581 -0.0368 -5.4027
C 2.7741 2.9342 -3.2300
O 2.6624 3.3291 -4.5418
C 2.7661 4.7726 -4.7230
C 2.2120 5.3240 -6.0878
N 2.4556 6.7580 -6.2260
C 3.6630 7.4198 -6.5520
C 3.4875 9.0043 -6.6618
O 4.1717 9.8228 -5.7251
C 3.9177 11.1852 -5.9789
H 1.9155 3.3089 -2.6728
H 3.6450 3.4019 -2.7709
H 2.8754 1.8502 -3.2825
H 3.8481 4.9046 -4.7299
H 2.4118 5.3758 -3.8871
H 1.1875 5.0054 -6.2798
H 2.7915 4.8482 -6.8790
H 1.7897 7.0515 -6.9264
H 4.2290 7.0043 -7.3857
H 4.2609 7.4114 -5.6407
H 2.4135 9.1657 -6.5697
H 3.7708 9.2938 -7.6737
H 4.4310 11.7723 -5.2174
H 2.8701 11.4646 -5.8657
H 4.3616 11.4568 -6.9367
C -2.8589 1.4824 1.8841
O -4.2097 1.3617 2.3330
C -4.5513 2.5267 3.0790
C -5.9177 2.8393 2.7988
N -6.3844 3.8996 3.7601
C -7.8096 3.9389 3.5317
C -8.4846 5.3338 3.7473
O -8.8267 5.6336 5.1203
C -7.7034 5.5866 6.0184
H -2.1452 1.9365 2.5715
H -2.8157 1.9039 0.8799
H -2.4474 0.4847 1.7313
H -3.8995 3.3166 2.7057
H -4.3553 2.2971 4.1264
H -6.4506 1.9098 2.9989
H -6.1551 3.1041 1.7684
H -5.8338 4.7366 3.6319
H -8.0410 3.1782 4.2773
H -8.1264 3.7610 2.5040
H -9.4363 5.3907 3.2188
H -7.9445 6.0939 3.1828
H -7.1178 6.4621 5.7379
H -6.9805 4.7709 6.0262
H -8.0872 5.7861 7.0189
C -0.9696 6.9031 9.3420
O -1.2078 6.0394 8.1986
C -1.7028 4.7120 8.5155
C -0.6316 3.7158 8.9541
N 0.3667 3.5006 7.8516
C -0.2624 2.9111 6.6199
C 0.8486 2.3419 5.7699
O 0.2901 1.7691 4.5405
C 0.8811 0.5869 4.0195
H -0.7866 7.8828 8.9005
H -0.1512 6.5637 9.9769
H -1.9415 7.0337 9.8179
H -2.2326 4.5184 7.5828
H -2.5182 4.7570 9.2375
H -1.1056 2.8574 9.4302
H -0.1341 4.1109 9.8397
H 0.8427 4.2909 7.4405
H -0.6759 3.6577 5.9419
H -1.0093 2.1632 6.8860
H 1.4603 1.5951 6.2760
H 1.6241 3.0622 5.5094
H 0.4723 0.4715 3.0157
H 0.6048 -0.3354 4.5305
H 1.9643 0.6418 3.9103
C 0.0210 0.6237 -1.4294
C -0.4875 -0.5368 -0.5096
C -0.2302 -1.9127 -1.1911
O 0.3275 -0.5965 0.6717
H -0.3163 0.4418 -2.4498
H 1.0946 0.4577 -1.3408
H -0.2300 1.6459 -1.1463
H -1.5513 -0.3916 -0.3215
H 0.8451 -2.0605 -1.2905
H -0.5797 -1.8927 -2.2234
H -0.7051 -2.6955 -0.5997
H 0.2492 -1.4440 1.1157
C 4.4468 -1.0413 -2.0030
C 5.2924 -0.7964 -3.2762
C 6.7698 -1.2345 -3.1426
O 4.7133 -1.4818 -4.3479
H 4.7161 -0.4278 -1.1432
H 4.6848 -2.0387 -1.6335
H 3.4200 -0.7136 -2.1658
H 5.2410 0.2516 -3.5715
H 7.1324 -1.6329 -4.0902
H 6.9248 -1.8791 -2.2774
H 7.4069 -0.3569 -3.0332
H 4.6220 -2.4182 -4.1568
C -4.3708 -0.1167 -1.4016
C -4.8717 1.3164 -1.7828
C -3.6820 2.2721 -2.0837
O -5.7899 1.2727 -2.8598
H -3.3486 -0.0546 -1.0284
H -4.2595 -0.7222 -2.3011
H -4.9811 -0.6677 -0.6860
H -5.5052 1.6681 -0.9685
H -3.1237 1.9922 -2.9771
H -2.8937 2.1905 -1.3353
H -4.0449 3.2999 -2.0968
H -5.3554 1.7393 -3.5775
C 1.0210 -5.1039 3.6915
C 0.7647 -3.5960 3.4960
C 2.1152 -2.9592 3.1229
O -0.1017 -3.3956 2.3412
H 1.9973 -5.1068 4.1761
H 1.0862 -5.6405 2.7449
H 0.4385 -5.6118 4.4602
H 0.3505 -3.1333 4.3918
H 1.9239 -1.8862 3.1408
H 2.3188 -3.3696 2.1339
H 2.9557 -3.2447 3.7555
H 0.4026 -3.8269 1.6475
*
```

HOMO: -7.926 eV
energy relative to the best compared isomer or geometry (same formula, charge and spin): 673.3 kJ/mol
LUMO energy: 0.55 eV
frontier orbital gap: 0.3114 hartree
structure (SMILES): COCCNCCOC.COCCNCCOC.COCCNCCOC.COCCNCCOC.COCCNCCOC.COCCNCCOC.CC(C)O.CC(C)O.CC(C)O.CC(C)O